a.
This record from the Open Molecules 2025 dataset describes a 2-piece molecular cluster, C9H14 overall. The level of theory is ωB97M-V with the def2-TZVPD basis set.

Positions of all 23 atoms, in Å:
C -0.02377 1.96954 1.19255
C 0.36906 1.58542 -0.13991
C -0.38788 0.61943 -0.81274
C 0.13040 -0.01088 -2.02260
C 1.23553 0.50694 -2.72099
C 1.90659 1.56395 -2.01409
C 1.57660 2.04736 -0.77013
H -1.13084 1.98020 1.27380
H 0.46187 2.89982 1.42928
H 0.24531 1.16102 1.74322
H -1.23688 0.13637 -0.43501
H -0.45300 -0.95829 -2.24838
H 1.47124 0.23004 -3.74877
H 2.76617 2.00217 -2.54175
H 2.20833 2.64801 -0.18363
C -0.37169 -2.54061 1.35092
C -1.84596 -2.07493 1.65155
H 0.00731 -3.37125 1.89077
H -0.43580 -2.53980 0.24443
H 0.35402 -1.71078 1.56515
H -2.47460 -2.80675 1.16752
H -2.10097 -1.04717 1.43740
H -2.27105 -2.28981 2.69143

Its HOMO-LUMO gap is 9.8 eV.



b.
This record from the Open Molecules 2025 dataset describes a 2-piece molecular cluster, C9H14 overall. The level of theory is ωB97M-V with the def2-TZVPD basis set.

Positions of all 23 atoms, in Å:
C 0.29094 0.70087 1.52654
C 0.27687 0.87086 0.04718
C -0.58682 0.18284 -0.80968
C -0.66364 0.42322 -2.19958
C 0.30098 1.30105 -2.70459
C 1.27639 1.84726 -1.90518
C 1.25439 1.70956 -0.52838
H 0.25360 -0.39648 1.79631
H -0.59497 1.08767 2.07099
H 1.19521 1.09108 2.00986
H -1.12368 -0.70721 -0.44134
H -1.34675 -0.01145 -2.90823
H 0.15783 1.45226 -3.77167
H 2.04321 2.31836 -2.51705
H 1.94640 2.36856 0.01204
C -0.11451 -2.66116 2.46452
C -1.59427 -2.89492 2.42465
H 0.26554 -1.93229 3.16560
H 0.52205 -3.54079 2.56918
H 0.13737 -2.22627 1.48565
H -2.08272 -2.81008 3.41120
H -1.91012 -3.83764 2.01178
H -2.08186 -2.20596 1.71628

Its HOMO-LUMO gap is 10.0 eV.



c.
This record from the Open Molecules 2025 dataset describes a 2-piece molecular cluster, C9H14 overall. The level of theory is ωB97M-V with the def2-TZVPD basis set.

Positions of all 23 atoms, in Å:
C 0.83159 -1.32307 0.88220
C 1.20163 0.10716 0.65378
C 0.58787 0.88558 -0.32846
C 0.94266 2.19260 -0.58680
C 1.89146 2.81362 0.24842
C 2.56000 2.02535 1.15179
C 2.26089 0.67791 1.35097
H 0.65865 -1.56892 1.93449
H 1.60079 -2.02060 0.53722
H -0.08432 -1.61297 0.37373
H -0.21101 0.45489 -0.91477
H 0.55309 2.67037 -1.47823
H 1.97989 3.88894 0.22256
H 3.19252 2.54044 1.87047
H 2.69595 0.16806 2.20344
C -2.15387 -0.88363 -1.30876
C -3.01008 -2.07017 -0.80656
H -1.14217 -1.25136 -1.41494
H -2.64657 -0.37078 -2.13589
H -2.15132 -0.13396 -0.52240
H -2.37642 -2.79778 -0.29007
H -3.47685 -2.64519 -1.60357
H -3.70436 -1.74650 -0.03865

Its HOMO-LUMO gap is 10.0 eV.



Pick c: it beats the second-best structure by 0.0116 hartree.



a.
This record from the Open Molecules 2025 dataset describes a 2-piece molecular cluster, C9H14 overall. The level of theory is ωB97M-V with the def2-TZVPD basis set.

Positions of all 23 atoms, in Å:
C 2.01246 1.13674 -2.90053
C 0.96784 0.59168 -1.97716
C 0.85408 1.08906 -0.68277
C -0.20849 0.73709 0.13679
C -1.14129 -0.17433 -0.35663
C -0.94801 -0.79125 -1.57927
C 0.09962 -0.40466 -2.40681
H 2.74632 1.71929 -2.33209
H 1.62606 1.88286 -3.59336
H 2.59008 0.39147 -3.44432
H 1.69971 1.58346 -0.24003
H -0.32492 1.11601 1.13693
H -2.08330 -0.37216 0.13861
H -1.64083 -1.54231 -1.93088
H 0.16859 -0.86063 -3.38814
C -1.10335 -1.12029 3.33560
C -0.56655 -0.67685 4.70319
H -0.64030 -0.64185 2.48783
H -0.90415 -2.19772 3.24090
H -2.18694 -1.12274 3.33521
H -0.26447 0.36883 4.72258
H 0.27366 -1.31005 5.00933
H -1.29410 -0.92522 5.47773

Its HOMO-LUMO gap is 10.0 eV.



b.
This record from the Open Molecules 2025 dataset describes a 2-piece molecular cluster, C9H14 overall. The level of theory is ωB97M-V with the def2-TZVPD basis set.

Positions of all 23 atoms, in Å:
C -0.45455 -1.73254 -1.91853
C -1.02211 -0.67874 -0.97901
C -0.96597 -0.83632 0.40333
C -1.53662 0.11704 1.22669
C -2.24335 1.19627 0.71384
C -2.33340 1.31748 -0.65864
C -1.77036 0.37517 -1.50052
H -1.27362 -2.32099 -2.32595
H 0.20226 -2.39828 -1.34873
H 0.14910 -1.25854 -2.69453
H -0.36659 -1.65133 0.79436
H -1.45062 -0.00002 2.30116
H -2.65361 1.88275 1.43888
H -2.94560 2.10244 -1.09324
H -1.98014 0.39426 -2.56192
C 2.39906 1.15920 0.94012
C 2.79284 -0.30212 1.09744
H 3.09629 1.72888 0.32014
H 1.41136 1.29314 0.49751
H 2.33805 1.67366 1.89989
H 1.92764 -0.93388 1.33147
H 3.47171 -0.42430 1.94283
H 3.20822 -0.70321 0.17342

Its HOMO-LUMO gap is 10.1 eV.



c.
This record from the Open Molecules 2025 dataset describes one molecule with the formula C9H14. The level of theory is ωB97M-V with the def2-TZVPD basis set.

Positions of all 23 atoms, in Å:
C -0.10111 0.82964 -0.10068
C -0.99410 1.46675 -0.88985
C 0.92211 1.46707 0.85468
C -1.54957 0.20913 -0.35380
C 1.27517 0.16194 0.08723
C -2.69046 0.36504 0.70927
C -1.50685 -1.20382 -0.88024
C 1.49542 -1.13313 0.78582
C 2.13070 0.37432 -1.17529
H 1.34999 2.44866 0.53742
H 0.75498 1.33349 1.95279
H -2.44726 1.17649 1.30404
H -2.75902 -0.39164 1.40669
H -3.64130 0.47091 0.28234
H -1.71035 -1.95620 -0.04776
H -0.45862 -1.43588 -1.26640
H -2.20682 -1.27995 -1.63972
H 1.85917 -1.80456 0.05546
H 0.77952 -1.50127 1.49097
H 2.38853 -1.00362 1.39480
H 1.85190 -0.27700 -1.92044
H 3.23871 0.32280 -1.11788
H 2.01926 1.36084 -1.46944

Its HOMO-LUMO gap is 7.9 eV.



Pick b: it beats the second-best structure by 0.0113 hartree.



a.
This record from the Open Molecules 2025 dataset describes a 2-piece molecular cluster, C9H14 overall. The level of theory is ωB97M-V with the def2-TZVPD basis set.

Positions of all 23 atoms, in Å:
C -1.48331 1.73424 -1.19124
C -0.08975 1.26426 -0.89542
C 0.61790 1.69844 0.22750
C 1.91895 1.29691 0.46945
C 2.54923 0.45575 -0.44194
C 1.88238 0.06515 -1.59508
C 0.55740 0.43687 -1.80817
H -2.17201 0.93793 -1.08348
H -1.57367 2.02319 -2.22740
H -1.81173 2.53245 -0.54468
H 0.08979 2.43895 0.81763
H 2.39973 1.42566 1.42815
H 3.56544 0.11295 -0.29334
H 2.42886 -0.49805 -2.34219
H 0.24984 0.25503 -2.83062
C -0.81714 -2.51203 2.01036
C -1.47702 -1.56255 1.04271
H 0.20890 -2.18597 2.21740
H -1.17368 -2.46647 3.04199
H -0.77747 -3.56811 1.75190
H -2.16926 -1.95043 0.28056
H -0.76499 -1.04078 0.40545
H -2.15836 -0.89339 1.56045

Its HOMO-LUMO gap is 10.1 eV.



b.
This record from the Open Molecules 2025 dataset describes a 2-piece molecular cluster, C9H14 overall. The level of theory is ωB97M-V with the def2-TZVPD basis set.

Positions of all 23 atoms, in Å:
C -1.67602 -1.41375 0.66625
C -0.76948 -0.33098 1.18820
C -1.27711 0.91250 1.34850
C -0.63752 1.99889 1.82411
C 0.61121 1.84331 2.45909
C 1.18181 0.56090 2.32136
C 0.56499 -0.47768 1.66263
H -2.19527 -0.99813 -0.27157
H -2.35343 -1.72091 1.57792
H -1.21658 -2.36176 0.28466
H -2.28485 1.11951 0.94946
H -1.22339 2.83651 1.86125
H 1.04884 2.76840 3.04223
H 2.23748 0.55570 2.68335
H 0.90027 -1.51188 1.60327
C 1.32729 -0.41751 -2.30275
C 0.42161 -0.54374 -3.52498
H 1.13730 -1.36545 -1.73976
H 2.43330 -0.53985 -2.46959
H 1.06033 0.43451 -1.76181
H -0.58269 -0.65508 -3.22717
H 0.95078 -1.08979 -4.14643
H 0.34114 0.39630 -4.02824

Its HOMO-LUMO gap is 9.9 eV.



c.
This record from the Open Molecules 2025 dataset describes a 2-piece molecular cluster, C9H14 overall. The level of theory is ωB97M-V with the def2-TZVPD basis set.

Positions of all 23 atoms, in Å:
C -0.54623 -0.21331 2.27855
C -0.57898 -0.64400 0.83658
C -1.57232 -0.16622 -0.01464
C -1.68172 -0.61166 -1.32069
C -0.79788 -1.58062 -1.78353
C 0.20342 -2.05131 -0.95559
C 0.29136 -1.62405 0.35840
H -0.81321 0.82829 2.41890
H 0.44553 -0.36341 2.70163
H -1.22619 -0.84517 2.85764
H -2.22932 0.59602 0.37481
H -2.44232 -0.25541 -2.00768
H -0.87065 -1.95985 -2.79191
H 0.92931 -2.75591 -1.33011
H 1.10166 -1.96113 0.98574
C 1.19747 2.39588 0.25879
C 2.55280 2.91588 -0.19414
H 0.56745 3.13087 0.77227
H 0.64589 1.99158 -0.58763
H 1.35936 1.57779 0.96092
H 2.53720 3.66634 -0.97867
H 3.10791 3.37995 0.62713
H 3.21318 2.10687 -0.50145

Its HOMO-LUMO gap is 10.0 eV.



d.
This record from the Open Molecules 2025 dataset describes a 2-piece molecular cluster, C9H14 overall. The level of theory is ωB97M-V with the def2-TZVPD basis set.

Positions of all 23 atoms, in Å:
C 1.18804 -1.33170 1.61976
C 1.22581 -0.60589 0.29740
C 1.01861 0.78920 0.26080
C 1.09091 1.45970 -0.94928
C 1.34608 0.77782 -2.14566
C 1.66231 -0.57364 -2.08227
C 1.51870 -1.24619 -0.89561
H 0.33347 -1.99507 1.74765
H 1.34584 -0.62001 2.42674
H 2.05370 -2.00601 1.64320
H 0.99204 1.38495 1.16178
H 0.96277 2.53416 -1.01118
H 1.32562 1.33095 -3.07300
H 1.86202 -1.01899 -3.04919
H 1.70246 -2.31894 -0.86016
C -2.79573 0.75036 -0.00891
C -2.07046 0.12936 1.19194
H -3.54288 0.02323 -0.32689
H -3.18633 1.71057 0.32360
H -2.19859 0.89539 -0.90450
H -2.86964 0.00386 1.93689
H -1.64785 -0.85873 1.07336
H -1.31690 0.78559 1.62354

Its HOMO-LUMO gap is 10.0 eV.



Pick c: it beats the second-best structure by 0.0111 hartree.